The following is a DFT calculation (wB97M-V/def2-TZVPD) of 10 unconnected molecules or ions with the total composition C24H40Cl12O12 at a distorted geometry.

Results
Energy relative to the best compared isomer or geometry (same formula, charge and spin) (eV): 3.3334
Energy (eV): -200374.41566
LUMO (eV): 0.098
Orbital gap (eV): 9.84

Each atom is followed by the atoms it is bonded to, with distances in Å.
Positions of all 88 atoms, in Å:
1 H -0.31119 3.10315 6.49820  C25 1.090
2 H 0.31577 0.62300 -4.55981  C43 1.090
3 H -4.46137 -3.86729 2.62585  C14 1.090
4 H -1.04045 1.78570 -4.33705  C43 1.090
5 O -0.76377 -2.48048 1.51376  C15 1.245
6 H 1.41790 3.54646 5.86029  C25 1.090
7 H 0.82681 -5.54273 -6.66550  C85 1.090
8 C -0.52649 0.85394 0.74953  O33 1.333, O50 1.224, O76 1.384
9 H 4.57163 1.41701 -3.48780  C87 1.090
10 Cl 0.08565 0.06969 -7.46235  C24 1.829
11 C 1.52898 -1.30466 3.49550  C19 1.544, Cl21 1.724, H27 1.090, H57 1.090
12 H -3.48394 -2.95284 4.38435  C51 1.090
13 C -3.00737 1.71500 3.54766  H48 1.090, C65 1.584, H68 1.090, Cl74 1.799
14 C -4.04126 -2.92804 2.26610  H3 1.090, O28 1.346, C51 1.509, H86 1.090
15 C -1.90242 -2.52439 2.01525  O5 1.245, O23 1.363, O28 1.315
16 C -0.12863 -0.31419 -1.14983  O33 1.413, H37 1.090, C49 1.533, H83 1.090
17 H -1.21575 -3.67899 -7.63438  C42 1.090
18 H -0.84794 -5.54445 -6.14750  C85 1.090
19 C 2.65734 -0.25203 3.55117  C11 1.544, H47 1.090, Cl67 1.741, H73 1.090
20 H -1.69412 1.52023 -6.59002  C24 1.090
21 Cl 1.57140 -2.34969 4.86595  C11 1.724
22 Cl 0.54598 1.94690 4.55494  C25 1.814
23 O -2.34962 -1.78529 3.06892  C15 1.363, C51 1.392
24 C -1.01294 0.77393 -6.18122  Cl10 1.829, H20 1.090, H26 1.090, C43 1.530
25 C 0.67672 2.80161 6.15006  H1 1.090, H6 1.090, Cl22 1.814, C56 1.499
26 H -1.52735 -0.07072 -5.72289  C24 1.090
27 H 0.48352 -0.99647 3.50735  C11 1.090
28 O -2.92050 -3.23781 1.58774  C14 1.346, C15 1.315
29 Cl 3.10982 1.66116 6.90638  C56 1.786
30 C 4.44954 3.66009 -3.00309  H55 1.090, H59 1.090, Cl79 1.722, C87 1.587
31 H -0.86338 -5.29985 -2.36141  C72 1.090
32 H 1.58897 3.06824 8.01479  C56 1.090
33 O 0.39917 0.54188 -0.15777  C8 1.333, C16 1.413
34 Cl -3.02283 4.30130 3.99922  C65 1.681
35 H 0.99806 1.49052 7.91122  C56 1.090
36 O 0.20547 -2.29653 -3.92985  C84 1.223
37 H 0.15228 -1.33135 -0.87676  C16 1.090
38 H -0.73442 -3.74993 -1.80453  C72 1.090
39 H 3.46751 2.40361 -4.43991  C87 1.090
40 O -0.20658 -2.58985 -6.16102  C42 1.490, C84 1.393
41 H 3.54245 3.91119 0.26944  C53 1.090
42 C -0.23792 -3.70049 -7.15326  H17 1.090, O40 1.490, H71 1.090, C85 1.497
43 C -0.26684 1.42420 -5.01451  H2 1.090, H4 1.090, C24 1.530, Cl81 1.784
44 H -1.85207 -1.35064 -0.57766  C49 1.090
45 H 0.62271 3.39518 -0.04347  C54 1.090
46 Cl -0.76106 -7.18002 -0.45254  C52 1.839
47 H 3.63418 -0.66334 3.80557  C19 1.090
48 H -2.00955 1.80350 3.97732  C13 1.090
49 C -1.64777 -0.34595 -0.94776  C16 1.533, H44 1.090, H69 1.090, O76 1.477
50 O -0.38223 1.31961 1.87173  C8 1.224
51 C -3.56701 -2.27043 3.53848  H12 1.090, C14 1.509, O23 1.392, H58 1.090
52 C -0.30860 -5.40067 -0.34600  Cl46 1.839, H62 1.090, C72 1.509, H77 1.090
53 C 2.62369 3.54225 0.72536  H41 1.090, C54 1.558, H63 1.090, O75 1.344
54 C 1.28012 4.19891 0.28815  H45 1.090, C53 1.558, O78 1.445, H88 1.090
55 H 4.70798 3.72705 -1.94629  C30 1.090
56 C 1.47221 2.25617 7.29716  C25 1.499, Cl29 1.786, H32 1.090, H35 1.090
57 H 1.56103 -1.88972 2.57638  C11 1.090
58 H -4.16388 -1.40383 3.82280  C51 1.090
59 H 5.40797 3.88145 -3.47270  C30 1.090
60 O 0.40424 -4.37560 -4.97573  C84 1.360, C85 1.479
61 Cl -2.90441 -4.65897 -1.29936  C72 1.839
62 H 0.76643 -5.24303 -0.43301  C52 1.090
63 H 2.59754 2.47486 0.50604  C53 1.090
64 O 1.38234 4.92553 3.61249  C80 1.220
65 C -3.40052 3.09948 2.88649  C13 1.584, Cl34 1.681, H66 1.090, H82 1.090
66 H -2.58386 3.24610 2.17961  C65 1.090
67 Cl 2.74861 0.73214 2.11751  C19 1.741
68 H -2.99841 0.97523 2.74719  C13 1.090
69 H -2.22543 0.01281 -1.79965  C49 1.090
70 Cl 2.60729 1.58707 -2.41032  C87 1.756
71 H 0.54481 -3.60858 -7.90626  C42 1.090
72 C -1.07380 -4.72633 -1.45870  H31 1.090, H38 1.090, C52 1.509, Cl61 1.839
73 H 2.51809 0.48942 4.33792  C19 1.090
74 Cl -4.30327 1.16317 4.66606  C13 1.799
75 O 2.58276 3.84665 2.03406  C53 1.344, C80 1.333
76 O -1.76497 0.58734 0.19148  C8 1.384, C49 1.477
77 H -0.55330 -5.07558 0.66520  C52 1.090
78 O 0.70897 4.71289 1.51208  C54 1.445, C80 1.269
79 Cl 3.40369 4.90228 -3.57583  C30 1.722
80 C 1.51901 4.52093 2.46930  O64 1.220, O75 1.333, O78 1.269
81 Cl 0.74746 2.80146 -5.52101  C43 1.784
82 H -4.41386 3.30169 2.53958  C65 1.090
83 H 0.20125 -0.16167 -2.17746  C16 1.090
84 C 0.09330 -3.05452 -4.88279  O36 1.223, O40 1.393, O60 1.360
85 C 0.02107 -4.90490 -6.30210  H7 1.090, H18 1.090, C42 1.497, O60 1.479
86 H -4.50786 -2.24204 1.55913  C14 1.090
87 C 3.86857 2.24848 -3.43832  H9 1.090, C30 1.587, H39 1.090, Cl70 1.756
88 H 1.36863 4.98345 -0.46334  C54 1.090